--- i ---
Entry from the OMol25 dataset: an isolated molecule of C3H4N2O (wB97M-V/def2-TZVPD).

Values from the calculation:
- 2S+1: 1
- HOMO-LUMO gap: 9.25 eV
- SMILES string: Oc1c[nH]cn1
- HOMO: -8.434 eV

Bonds (Å) are listed after each position.
Element x y z (Å)
1 O -1.85 0.44 -1.21  C2 1.352, H7 0.985
2 C -0.75 -0.09 -0.64  O1 1.352, C3 1.377, N6 1.347
3 C -0.47 0.31 0.65  C2 1.377, N4 1.378, H8 1.080
4 N 0.86 -0.02 0.79  C3 1.378, C5 1.347, H9 1.005
5 C 1.24 -0.64 -0.34  N4 1.347, N6 1.324, H10 1.077
6 N 0.27 -0.73 -1.24  C2 1.347, C5 1.324
7 H -1.83 1.18 -0.55  O1 0.985
8 H -1.17 0.29 1.47  C3 1.080
9 H 1.46 0.26 1.55  N4 1.005
10 H 2.24 -1.00 -0.48  C5 1.077

=====

--- ii ---
Entry from the OMol25 dataset: an isolated molecule of C3H4N2O (wB97M-V/def2-TZVPD).

Values from the calculation:
- 2S+1: 1
- HOMO-LUMO gap: 9.98 eV
- SMILES string: Oc1cc[nH]n1
- HOMO: -8.927 eV

Bonds (Å) are listed after each position.
Element x y z (Å)
1 O 2.21 0.14 -0.42  C2 1.352, H7 0.970
2 C 0.89 0.01 -0.17  O1 1.352, C3 1.419, N6 1.319
3 C -0.06 1.06 -0.03  C2 1.419, C4 1.372, H8 1.086
4 C -1.22 0.40 0.28  C3 1.372, N5 1.353, H9 1.081
5 N -0.96 -0.93 0.27  C4 1.353, N6 1.355, H10 1.014
6 N 0.35 -1.18 -0.01  C2 1.319, N5 1.355
7 H 2.62 -0.74 -0.35  O1 0.970
8 H -0.02 2.11 -0.28  C3 1.086
9 H -2.20 0.83 0.46  C4 1.081
10 H -1.62 -1.70 0.25  N5 1.014

=====

--- iii ---
Entry from the OMol25 dataset: an isolated molecule of C3H4N2O (wB97M-V/def2-TZVPD).

Values from the calculation:
- 2S+1: 1
- HOMO-LUMO gap: 8.98 eV
- SMILES string: NC1=CN1C=O
- HOMO: -8.162 eV

Bonds (Å) are listed after each position.
Element x y z (Å)
1 N -1.66 0.45 0.26  C2 1.335, H7 1.009, H8 1.006
2 C -0.61 -0.10 -0.36  N1 1.335, C3 1.298, N4 1.441
3 C 0.11 -0.57 -1.33  C2 1.298, N4 1.533, H9 1.076
4 N 0.55 -0.80 0.12  C2 1.441, C3 1.533, C5 1.397
5 C 1.53 0.00 0.70  N4 1.397, O6 1.213, H10 1.104
6 O 1.29 1.04 1.28  C5 1.213
7 H -1.47 0.94 1.12  N1 1.009
8 H -2.50 0.66 -0.25  N1 1.006
9 H 0.21 -1.18 -2.22  C3 1.076
10 H 2.54 -0.45 0.69  C5 1.104

=====

--- iv ---
Entry from the OMol25 dataset: a cluster of 2 separate species, C3H4N2O in total (wB97M-V/def2-TZVPD).

Values from the calculation:
- 2S+1: 1
- HOMO-LUMO gap: 9.36 eV
- HOMO: -8.830 eV

Bonds (Å) are listed after each position.
Element x y z (Å)
1 O 2.27 -0.12 0.00  C2 1.285
2 C 1.04 0.16 0.27  O1 1.285, C3 1.446, N6 1.354
3 C 0.15 -0.90 -0.13  C2 1.446, N4 1.430, H8 1.090
4 N -1.07 -0.15 -0.26  C3 1.430, C5 1.342, H9 1.007
5 C -0.82 1.10 0.15  N4 1.342, N6 1.325, H10 1.086
6 N 0.43 1.35 0.50  C2 1.354, C5 1.325
7 H 1.49 -0.98 -0.66  no bonds
8 H 0.08 -1.80 0.48  C3 1.090
9 H -1.98 -0.52 -0.48  N4 1.007
10 H -1.59 1.86 0.14  C5 1.086

=====

Quick look at relative energies in kJ/mol: i 51.2; ii 0.0; iii 266.4; iv 237.3.

=====

--- i ---
Entry from the OMol25 dataset: the ion C5H12N3 with charge +1 (wB97M-V/def2-TZVPD).

Values from the calculation:
- 2S+1: 1
- HOMO-LUMO gap: 9.38 eV
- Net charge: +1
- HOMO: -12.306 eV

Bonds (Å) are listed after each position.
Element x y z (Å)
1 C -2.30 1.04 0.09  C2 1.474, N6 1.645, H9 1.056, H10 1.097
2 C -0.99 1.02 0.78  C1 1.474, C5 1.350, H11 1.050
3 C 1.14 -1.50 0.11  N8 1.462, H12 1.154, H13 1.101, H14 1.127
4 C 2.41 0.52 -0.32  N8 1.576, H15 1.151, H16 1.101, H17 1.036
5 C -0.03 0.54 -0.04  C2 1.350, N8 1.411, H18 1.023
6 N -2.48 -0.54 -0.32  C1 1.645, N7 1.143, H19 1.028
7 N -1.65 -1.26 -0.64  N6 1.143
8 N 1.16 -0.07 0.44  C3 1.462, C4 1.576, C5 1.411, H20 1.041
9 H -3.16 1.44 0.55  C1 1.056
10 H -2.23 1.29 -0.97  C1 1.097
11 H -1.12 0.88 1.81  C2 1.050
12 H 1.91 -2.13 0.69  C3 1.154
13 H 0.18 -2.01 0.33  C3 1.101
14 H 1.37 -1.49 -0.99  C3 1.127
15 H 2.33 1.64 -0.56  C4 1.151
16 H 3.31 0.29 0.28  C4 1.101
17 H 2.42 0.02 -1.23  C4 1.036
18 H -0.04 0.85 -1.01  C5 1.023
19 H -3.50 -0.61 -0.46  N6 1.028
20 H 1.28 0.06 1.46  N8 1.041

=====

--- ii ---
Entry from the OMol25 dataset: a cluster of 2 separate species, C5H12N3 in total (wB97M-V/def2-TZVPD).

Values from the calculation:
- 2S+1: 1
- HOMO-LUMO gap (spin up / spin down): 8.74 / 8.93 eV
- Net charge: +1
- HOMO (spin up / spin down): -12.711 / -12.788 eV

Bonds (Å) are listed after each position.
Element x y z (Å)
1 C 0.96 0.04 2.22  C2 1.288, H9 1.099, H10 1.174
2 C 0.71 0.02 0.96  C1 1.288, N8 1.454
3 C -2.55 -0.53 -0.47  C5 1.600, H11 1.041, H12 1.102, H13 1.044
4 C 0.30 1.39 -1.05  N8 1.544, H14 1.027, H15 1.084, H16 1.063
5 C -0.97 -0.63 -0.69  C3 1.600, N8 1.499, H17 1.176, H18 1.171
6 N 3.07 -1.03 0.59  N7 1.169, H19 1.055
7 N 2.51 -0.44 -0.25  N6 1.169
8 N -0.32 0.51 0.05  C2 1.454, C4 1.544, C5 1.499, H20 1.027
9 H 0.31 0.42 3.02  C1 1.099
10 H 1.93 -0.59 2.43  C1 1.174
11 H -2.80 -0.22 0.49  C3 1.041
12 H -2.99 0.30 -1.05  C3 1.102
13 H -3.05 -1.34 -0.89  C3 1.044
14 H -0.44 1.44 -1.76  C4 1.027
15 H 0.70 2.28 -0.56  C4 1.084
16 H 1.10 0.90 -1.54  C4 1.063
17 H -0.74 -0.47 -1.83  C5 1.176
18 H -0.74 -1.76 -0.53  C5 1.171
19 H 4.02 -1.40 0.32  N6 1.055
20 H -0.99 1.12 0.54  N8 1.027

=====

Quick look at relative energies in kJ/mol: i 0.0; ii 129.2.

=====

--- i ---
Entry from the OMol25 dataset: a cluster of 2 separate species, C3H9N3O2S2 in total (wB97M-V/def2-TZVPD).

Values from the calculation:
- 2S+1: 1
- HOMO-LUMO gap: 6.60 eV
- HOMO: -8.294 eV

Bonds (Å) are listed after each position.
Element x y z (Å)
1 C -0.97 1.80 0.66  N4 1.205, N5 1.405, N6 1.326
2 C 0.70 -1.83 -0.37  C3 1.503, H11 1.129, H12 1.072, H13 1.073
3 C 0.39 -1.62 -1.83  C2 1.503, S9 1.835, H14 1.137, H15 1.045
4 N -1.73 1.10 0.04  C1 1.205
5 N -1.29 2.31 1.92  C1 1.405, H16 1.016, H17 1.044
6 N 0.25 2.15 0.27  C1 1.326, H18 1.058, H19 0.938
7 O 1.52 0.87 -1.76  S9 1.476
8 O -2.18 -0.44 -3.01  S10 1.458
9 S 0.69 0.01 -2.62  C3 1.835, O7 1.476, S10 2.249
10 S -1.44 0.72 -2.53  O8 1.458, S9 2.249
11 H -0.15 -1.44 0.27  C2 1.129
12 H 1.00 -2.85 -0.27  C2 1.072
13 H 1.44 -1.16 0.01  C2 1.073
14 H -0.71 -1.52 -2.10  C3 1.137
15 H 0.63 -2.45 -2.40  C3 1.045
16 H -2.18 1.96 2.27  N5 1.016
17 H -0.53 2.21 2.63  N5 1.044
18 H 0.65 1.73 -0.61  N6 1.058
19 H 0.79 2.30 1.02  N6 0.938

=====

--- ii ---
Entry from the OMol25 dataset: an isolated molecule of C3H9N3O2S2 (wB97M-V/def2-TZVPD).

Values from the calculation:
- 2S+1: 1
- HOMO-LUMO gap: 9.80 eV
- SMILES string: CN1NCS[C@H]1S(N)(=O)=O
- HOMO: -9.330 eV

Bonds (Å) are listed after each position.
Element x y z (Å)
1 C 1.79 1.51 -0.51  N2 1.459, H11 1.129, H12 1.118, H13 1.109
2 N 0.63 0.90 0.13  C1 1.459, N3 1.362, C6 1.488
3 N 0.89 0.23 1.29  N2 1.362, C4 1.494, H14 1.097
4 C 1.35 -1.17 1.06  N3 1.494, S5 1.870, H15 1.157, H16 1.067
5 S 0.28 -1.73 -0.37  C4 1.870, C6 1.840
6 C -0.25 0.01 -0.66  N2 1.488, S5 1.840, S7 1.871, H17 1.044
7 S -1.97 0.18 0.07  C6 1.871, N8 1.652, O9 1.420, O10 1.419
8 N -2.72 -1.10 -0.65  S7 1.652, H18 1.132, H19 0.995
9 O -1.88 0.00 1.47  S7 1.420
10 O -2.66 1.31 -0.44  S7 1.419
11 H 2.16 0.82 -1.32  C1 1.129
12 H 1.40 2.35 -1.15  C1 1.118
13 H 2.43 1.83 0.34  C1 1.109
14 H 0.05 0.43 1.98  N3 1.097
15 H 2.44 -1.28 0.69  C4 1.157
16 H 1.28 -1.82 1.90  C4 1.067
17 H -0.36 0.27 -1.67  C6 1.044
18 H -1.97 -1.95 -0.58  N8 1.132
19 H -2.88 -0.79 -1.58  N8 0.995

=====

Quick look at relative energies in kJ/mol: i 220.1; ii 0.0.

=====

--- i ---
Entry from the OMol25 dataset: a cluster of 2 separate species, C4H9O2 in total (wB97M-V/def2-TZVPD).

Values from the calculation:
- 2S+1: 1
- HOMO-LUMO gap: 7.84 eV
- Net charge: -1
- HOMO: -3.853 eV

Bonds (Å) are listed after each position.
Element x y z (Å)
1 C -1.38 -0.71 1.01  C2 1.546, H3 1.091, H4 1.083, H5 1.087
2 C -1.26 -2.25 0.86  C1 1.546, H6 1.089, H7 1.091, H8 1.088
3 H -2.42 -0.38 1.00  C1 1.091
4 H -0.84 -0.35 1.87  C1 1.083
5 H -0.92 -0.19 0.18  C1 1.087
6 H -1.19 -2.52 -0.19  C2 1.089
7 H -0.29 -2.52 1.28  C2 1.091
8 H -2.05 -2.79 1.37  C2 1.088
9 C 1.42 1.80 -1.71  C10 1.553, H13 1.090, H14 1.089, H15 1.091
10 C 1.59 1.51 -0.19  C9 1.553, O11 1.254, O12 1.250
11 O 0.55 1.67 0.49  C10 1.254
12 O 2.73 1.15 0.19  C10 1.250
13 H 2.30 1.53 -2.29  C9 1.090
14 H 1.17 2.86 -1.82  C9 1.089
15 H 0.60 1.19 -2.07  C9 1.091

=====

--- ii ---
Entry from the OMol25 dataset: a cluster of 2 separate species, C4H9O2 in total (wB97M-V/def2-TZVPD).

Values from the calculation:
- 2S+1: 1
- HOMO-LUMO gap: 7.66 eV
- Net charge: -1
- HOMO: -3.826 eV

Bonds (Å) are listed after each position.
Element x y z (Å)
1 C 2.30 -0.61 1.02  C2 1.560, H5 1.093, H6 1.092, H7 1.092
2 C 1.09 -1.15 1.85  C1 1.560, O3 1.251, O4 1.256
3 O 0.85 -2.37 1.70  C2 1.251
4 O 0.49 -0.30 2.56  C2 1.256
5 H 2.02 -0.52 -0.03  C1 1.093
6 H 3.11 -1.33 1.14  C1 1.092
7 H 2.63 0.37 1.38  C1 1.092
8 C -1.39 1.14 -0.57  C9 1.529, H10 1.090, H11 1.097, H12 1.088
9 C -1.77 0.36 -1.83  C8 1.529, H13 1.092, H14 1.088, H15 1.093
10 H -0.55 1.78 -0.84  C8 1.090
11 H -2.08 1.85 -0.09  C8 1.097
12 H -1.18 0.46 0.25  C8 1.088
13 H -1.00 0.42 -2.61  C9 1.092
14 H -2.72 0.65 -2.27  C9 1.088
15 H -1.80 -0.72 -1.64  C9 1.093

=====

--- iii ---
Entry from the OMol25 dataset: the ion C4H9O2 with charge -1 (wB97M-V/def2-TZVPD).

Values from the calculation:
- 2S+1: 1
- HOMO-LUMO gap: 6.16 eV
- Net charge: -1
- SMILES string: [O-]CCCCO
- HOMO: -2.302 eV

Bonds (Å) are listed after each position.
Element x y z (Å)
1 O 1.57 -1.04 0.99  C2 1.329
2 C 0.28 -1.24 1.25  O1 1.329, C3 1.553, H7 1.117, H8 1.161
3 C -0.56 0.07 1.33  C2 1.553, C4 1.528, H9 1.092, H10 1.098
4 C -0.26 0.95 0.12  C3 1.528, C5 1.500, H11 1.091, H12 1.100
5 C -0.48 0.21 -1.17  C4 1.500, O6 1.449, H13 1.092, H14 1.092
6 O -0.45 1.03 -2.35  C5 1.449, H15 0.959
7 H -0.22 -1.96 0.57  C2 1.117
8 H 0.07 -1.80 2.24  C2 1.161
9 H -0.31 0.59 2.25  C3 1.092
10 H -1.61 -0.23 1.39  C3 1.098
11 H 0.77 1.30 0.17  C4 1.091
12 H -0.94 1.82 0.13  C4 1.100
13 H 0.25 -0.60 -1.23  C5 1.092
14 H -1.48 -0.24 -1.23  C5 1.092
15 H 0.42 1.44 -2.37  O6 0.959

=====

Quick look at relative energies in kJ/mol: i 0.0; ii 14.9; iii 193.0.